# 1
C32H26F3I2MnN3O6PS2 | wB97M-V/def2-TZVPD

* HOMO-LUMO gap (spin up / spin down): 6.90 / 6.79 eV
* HOMO energy (spin up / spin down): -5.0 / -4.9 eV
* expectation value of S²: 1.10
* lowest unoccupied orbital energy (spin up / spin down): 1.928 / 1.928 eV
* multiplicity: 2
* charge: -1
* ΔE to the lowest compared entry with this formula, charge and spin: 0.5104 eV

Element x y z (Å)
I1 -5.38 2.94 2.83
I2 -3.07 3.29 -2.67
Mn1 -0.47 -0.93 -1.05
S1 -1.35 -2.16 -3.08
S2 1.08 1.61 -2.69
P1 1.21 -0.43 0.77
F1 3.02 2.79 -4.04
F2 3.68 1.06 -2.90
F3 2.55 0.78 -4.73
O1 0.20 -2.77 -0.59
O2 0.13 1.98 -3.70
O3 1.32 2.58 -1.65
O4 -1.59 0.69 -1.54
O5 -0.68 -4.42 0.62
O6 0.99 0.23 -2.18
N1 -2.02 -0.20 -4.73
N2 -3.65 -0.84 -3.26
N3 -1.88 -0.73 0.67
C1 1.07 -3.16 1.59
C2 -3.21 2.27 -0.85
C3 -2.60 0.42 0.57
C4 1.63 -1.90 1.81
C5 0.64 0.89 1.92
C6 0.80 0.96 3.30
C7 -0.40 3.05 3.37
C8 2.36 -4.07 3.42
C9 -1.96 -1.40 1.80
C10 -0.70 -0.27 -5.34
C11 -0.54 3.01 1.99
C12 2.93 0.06 0.39
C13 -4.15 2.11 1.36
C14 -0.04 1.93 1.28
C15 -2.74 -0.98 2.89
C16 4.70 1.68 0.26
C17 1.43 -4.22 2.41
C18 2.96 -2.83 3.61
C19 -2.40 -0.99 -3.73
C20 -2.42 1.14 -0.68
C21 -3.43 0.91 1.60
C22 0.09 -3.48 0.45
C23 5.09 -0.58 -0.44
C24 -3.47 0.17 2.79
C25 2.67 1.55 -3.63
C26 3.78 -0.90 -0.14
C27 0.27 2.03 4.02
C28 -4.14 -1.57 -2.12
C29 -4.05 2.76 0.15
C30 3.39 1.36 0.57
C31 5.56 0.71 -0.24
C32 2.60 -1.76 2.81
H1 -5.17 -1.27 -1.94
H2 3.72 -2.70 4.37
H3 0.06 -0.44 -4.58
H4 -1.43 -2.33 1.87
H5 -4.11 -2.64 -2.32
H6 -4.07 0.52 3.62
H7 1.29 0.17 3.84
H8 -4.11 0.04 -3.47
H9 -0.67 -1.07 -6.07
H10 -1.06 3.80 1.47
H11 -2.55 0.64 -4.88
H12 6.58 0.96 -0.49
H13 5.05 2.70 0.39
H14 0.95 -5.18 2.23
H15 3.42 -1.91 -0.30
H16 -0.81 3.88 3.93
H17 -0.50 0.69 -5.82
H18 5.75 -1.34 -0.85
H19 3.10 -0.82 2.93
H20 2.63 -4.91 4.04
H21 -2.74 -1.57 3.79
H22 -3.54 -1.39 -1.22
H23 -4.61 3.66 -0.03
H24 0.39 2.06 5.09
H25 2.72 2.13 0.94
H26 -0.14 1.91 0.20

=====

# 2
C32H26N10OSV | wB97M-V/def2-TZVPD

* HOMO-LUMO gap (spin up / spin down): 6.24 / 6.38 eV
* HOMO energy (spin up / spin down): -12.3 / -12.6 eV
* expectation value of S²: 3.87
* lowest unoccupied orbital energy (spin up / spin down): -6.057 / -6.235 eV
* multiplicity: 4
* charge: +2
* ΔE to the lowest compared entry with this formula, charge and spin: 0.5707 eV

Element x y z (Å)
V1 7.88 -14.55 -5.61
S1 8.83 -14.67 -8.77
O1 4.62 -16.38 0.32
N1 10.06 -10.65 -5.05
N2 6.71 -16.01 1.28
N3 9.66 -15.20 -5.50
N4 7.31 -14.95 -3.64
N5 7.53 -16.64 -6.12
N6 10.74 -14.57 -5.05
N7 7.65 -14.17 -7.63
N8 6.24 -13.21 -5.58
N9 6.33 -13.06 -9.21
N10 9.29 -12.83 -5.28
C1 6.64 -13.39 -7.92
C2 6.82 -13.78 -10.36
C3 12.40 -10.16 -4.57
C4 11.36 -11.07 -4.71
C5 6.48 -14.61 -12.58
C6 7.73 -15.62 -1.34
C7 5.80 -16.06 0.25
C8 7.73 -19.33 -6.88
C9 6.41 -17.35 -6.41
C10 9.87 -16.54 -5.82
C11 5.80 -12.81 -6.83
C12 8.75 -17.29 -6.17
C13 9.13 -11.55 -5.39
C14 7.55 -15.54 -12.44
C15 4.68 -11.66 -4.60
C16 4.06 -11.43 -5.84
C17 6.35 -15.77 -1.05
C18 10.52 -13.30 -4.95
C19 8.85 -18.62 -6.63
C20 13.87 -12.03 -4.09
C21 5.50 -15.61 -2.17
C22 5.80 -12.48 -4.52
C23 8.14 -15.18 -2.61
C24 8.23 -15.50 -11.25
C25 7.90 -14.63 -10.19
C26 6.47 -18.67 -6.70
C27 6.17 -13.68 -11.59
C28 13.70 -10.64 -4.35
C29 11.57 -12.41 -4.58
C30 5.99 -15.27 -3.41
C31 4.66 -12.03 -6.99
C32 12.83 -12.92 -4.21
H1 9.92 -9.63 -5.13
H2 10.86 -17.00 -5.84
H3 12.28 -9.10 -4.70
H4 3.17 -10.86 -5.98
H5 5.36 -12.92 -11.72
H6 9.86 -19.03 -6.63
H7 6.30 -15.96 2.21
H8 9.20 -15.07 -2.80
H9 5.36 -15.12 -4.29
H10 7.81 -20.41 -7.15
H11 5.49 -16.77 -6.32
H12 8.21 -11.19 -5.79
H13 5.55 -12.44 -9.37
H14 4.34 -11.07 -3.69
H15 4.44 -15.73 -2.00
H16 6.32 -12.62 -3.56
H17 5.76 -14.64 -13.39
H18 7.56 -15.47 1.07
H19 14.55 -9.96 -4.39
H20 14.87 -12.40 -3.85
H21 4.27 -11.90 -8.02
H22 9.07 -16.17 -11.02
H23 5.50 -19.18 -6.86
H24 8.48 -15.72 -0.58
H25 12.93 -13.98 -3.97
H26 7.89 -16.23 -13.22

=====

# 3
C32H26N4O12 | wB97M-V/def2-TZVPD

* HOMO-LUMO gap: 8.56 eV
* HOMO energy: -9.6 eV
* lowest unoccupied orbital energy: -1.032 eV
* ΔE to the lowest compared entry with this formula, charge and spin: 0.0000 eV
* SMILES: O=NOCc1cc2c(cc1CCC(=O)O)C(=O)C=CC2=O.O=[N+]([O-])c1ccccc1.O=[N+]([O-])c1ccccc1.O=[N+]([O-])c1ccccc1

Element x y z (Å)
O1 1.04 0.61 3.05
O2 -5.82 6.23 1.60
O3 -1.26 5.75 -0.65
O4 0.89 5.32 -1.08
O5 -3.72 2.83 -2.68
O6 7.94 -5.49 1.31
O7 6.14 -6.35 0.52
O8 -2.74 3.72 -4.38
O9 -5.95 1.76 -0.94
O10 1.15 -1.88 1.14
O11 -0.29 1.89 2.04
O12 1.67 -0.46 -0.38
N1 7.07 -6.33 1.30
N2 0.62 0.82 1.98
N3 -3.60 3.03 -3.88
N4 1.92 -1.40 0.34
C1 5.42 -2.04 -0.76
C2 8.17 -7.38 3.23
C3 3.57 -3.10 1.02
C4 -3.40 2.31 0.43
C5 -2.21 4.08 1.55
C6 -6.37 1.14 -6.44
C7 -6.48 0.98 -5.06
C8 8.24 -8.40 4.17
C9 7.14 -7.40 2.31
C10 -0.01 5.30 -0.29
C11 -5.58 1.60 -4.22
C12 5.75 -3.15 0.01
C13 -7.09 4.27 1.22
C14 4.17 -1.46 -0.65
C15 7.29 -9.41 4.18
C16 3.26 -2.00 0.23
C17 -5.87 2.54 -0.02
C18 6.25 -9.40 3.26
C19 -4.57 2.38 -4.77
C20 -3.40 4.78 1.68
C21 -0.96 4.76 2.09
C22 4.82 -3.68 0.90
C23 -5.83 5.04 1.35
C24 -2.23 2.82 0.95
C25 0.24 4.84 1.14
C26 6.17 -8.39 2.31
C27 -4.57 4.25 1.18
C28 -4.58 3.03 0.53
C29 -7.11 3.10 0.60
C30 -5.35 1.92 -6.97
C31 -1.00 1.96 0.78
C32 -4.45 2.55 -6.13
H1 -3.66 3.16 -6.54
H2 -8.01 2.52 0.51
H3 -0.35 2.34 0.00
H4 5.37 -8.38 1.59
H5 7.35 -10.20 4.92
H6 -3.39 5.74 2.17
H7 -3.43 1.35 -0.06
H8 9.04 -8.40 4.90
H9 -7.98 4.69 1.68
H10 -7.07 0.65 -7.10
H11 5.07 -4.53 1.50
H12 -5.27 2.05 -8.04
H13 -1.21 5.75 2.45
H14 2.84 -3.50 1.71
H15 0.81 3.91 1.08
H16 5.51 -10.19 3.26
H17 8.91 -6.59 3.22
H18 -0.64 4.19 2.96
H19 -7.27 0.37 -4.65
H20 6.15 -1.63 -1.45
H21 -1.34 0.95 0.55
H22 3.91 -0.60 -1.25
H23 -5.66 1.48 -3.15
H24 6.72 -3.61 -0.08
H25 -1.82 4.98 -0.84
H26 0.93 5.58 1.55

=====

# 4
C32H27CaIN5O3 | wB97M-V/def2-TZVPD

* HOMO-LUMO gap: 5.85 eV
* HOMO energy: -4.1 eV
* lowest unoccupied orbital energy: 1.729 eV
* charge: -1
* ΔE to the lowest compared entry with this formula, charge and spin: 5.9839 eV

Element x y z (Å)
I1 -5.17 -1.72 -3.18
Ca1 0.56 -0.49 -0.47
O1 0.63 -0.85 4.21
O2 0.99 -0.15 -2.47
O3 0.89 -1.30 1.35
N1 -1.66 -0.22 -1.08
N2 3.08 -0.98 -1.97
N3 2.68 -0.95 -0.67
N4 -0.67 -2.38 -0.97
N5 -0.59 1.27 0.28
C1 -2.99 4.56 2.18
C2 -0.28 2.66 0.29
C3 3.78 -0.91 -4.67
C4 -1.53 -3.16 0.97
C5 3.51 -1.37 0.21
C6 -0.56 3.37 2.68
C7 2.90 -1.28 4.36
C8 -4.06 -0.79 -1.62
C9 -0.53 -3.27 -0.04
C10 1.44 -0.78 -5.16
C11 -2.98 0.94 0.72
C12 -1.04 3.38 1.38
C13 1.91 -1.27 2.12
C14 -2.31 -2.10 0.64
C15 -0.51 -0.39 3.52
C16 4.16 -1.55 3.85
C17 4.33 -1.59 2.48
C18 -2.63 -0.99 -1.75
C19 -1.86 0.98 -0.29
C20 2.13 -0.59 -2.79
C21 3.24 -1.41 1.61
C22 4.04 -1.12 -6.01
C23 2.47 -0.74 -4.23
C24 3.00 -1.17 -6.93
C25 -2.28 3.97 1.14
C26 1.80 -1.13 3.54
C27 -4.75 -0.16 -0.65
C28 -2.48 4.57 3.46
C29 -1.26 3.96 3.71
C30 -4.22 0.50 0.51
C31 1.70 -1.00 -6.50
C32 -1.77 -1.57 -0.61
H1 5.06 -1.26 -6.35
H2 4.51 -1.69 -0.12
H3 -2.73 1.37 1.68
H4 -0.86 3.94 4.72
H5 3.21 -1.35 -7.97
H6 -1.11 -1.22 3.14
H7 -5.83 -0.15 -0.72
H8 0.43 -0.64 -4.80
H9 5.31 -1.74 2.06
H10 -2.14 1.74 -1.07
H11 -4.96 0.65 1.30
H12 0.39 2.88 2.87
H13 -2.71 3.96 0.15
H14 -0.50 3.14 -0.69
H15 5.00 -1.69 4.51
H16 2.75 -1.18 5.43
H17 -1.10 0.17 4.26
H18 -3.03 5.04 4.27
H19 0.26 -4.00 -0.10
H20 0.80 2.76 0.49
H21 -3.96 5.01 1.98
H22 0.88 -1.05 -7.21
H23 -3.16 -1.72 1.17
H24 -0.26 0.27 2.69
H25 -2.30 -1.34 -2.74
H26 -1.62 -3.79 1.84
H27 4.58 -0.88 -3.94

=====

# 5
C32H27Cl2GeN3O4SV | wB97M-V/def2-TZVPD

* HOMO-LUMO gap (spin up / spin down): 4.30 / 4.92 eV
* HOMO energy (spin up / spin down): 0.1 / -0.5 eV
* expectation value of S²: 3.91
* lowest unoccupied orbital energy (spin up / spin down): 4.427 / 4.426 eV
* multiplicity: 4
* charge: -2

Element x y z (Å)
Ge1 1.06 -0.89 -0.27
V1 0.71 1.28 1.04
Cl1 -0.29 3.13 -3.57
Cl2 1.15 2.52 -1.11
S1 -2.15 0.94 0.06
O1 -1.34 4.10 2.93
O2 1.97 -1.95 3.79
O3 2.60 -0.14 2.68
O4 0.29 3.13 1.69
N1 0.07 0.82 2.71
N2 -4.13 2.61 -0.48
N3 -1.94 3.54 -0.40
C1 3.26 -4.61 0.23
C2 -0.90 -2.87 0.53
C3 2.31 -1.57 -4.41
C4 2.24 -3.69 0.00
C5 -2.38 -3.07 -1.79
C6 -2.47 4.74 -0.58
C7 2.98 0.12 -2.33
C8 -0.51 -2.11 -0.58
C9 -0.81 1.77 3.21
C10 -1.99 -3.72 0.48
C11 -1.30 -2.20 -1.72
C12 -6.10 3.89 -0.98
C13 -0.62 3.00 2.56
C14 -2.73 -3.83 -0.68
C15 2.45 -2.32 0.14
C16 0.08 1.89 -2.36
C17 -3.83 4.96 -0.72
C18 -1.47 0.28 4.97
C19 4.52 -4.18 0.60
C20 -2.79 2.49 -0.28
C21 1.66 -1.67 -3.18
C22 3.74 -1.91 0.48
C23 -4.62 3.82 -0.71
C24 -1.62 1.50 4.34
C25 3.63 0.23 -3.55
C26 0.33 -0.27 3.45
C27 4.76 -2.82 0.71
C28 -0.48 -0.61 4.55
C29 2.36 0.92 1.85
C30 1.95 -0.80 -2.12
C31 3.29 -0.61 -4.60
C32 1.63 -0.90 3.27
H1 3.78 -0.52 -5.57
H2 -2.09 0.04 5.83
H3 0.92 -2.44 -3.03
H4 -6.66 3.69 -0.07
H5 -1.16 4.74 2.23
H6 -0.84 1.56 -1.88
H7 2.06 -2.26 -5.20
H8 3.28 0.77 -1.52
H9 3.95 -0.85 0.57
H10 -1.06 -1.59 -2.59
H11 5.75 -2.47 0.98
H12 5.31 -4.90 0.79
H13 3.30 1.50 1.79
H14 -2.96 -3.15 -2.71
H15 -0.27 -1.53 5.08
H16 1.26 -4.05 -0.29
H17 -0.31 -2.80 1.44
H18 -2.26 -4.31 1.35
H19 -1.76 5.56 -0.64
H20 -6.37 3.13 -1.71
H21 -2.32 2.25 4.68
H22 -4.25 5.95 -0.86
H23 -3.58 -4.51 -0.74
H24 0.59 1.08 -2.87
H25 -6.38 4.87 -1.36
H26 3.06 -5.67 0.12
H27 4.41 0.97 -3.69

=====

# 6
C32H27Cl2IKN2O5P | wB97M-V/def2-TZVPD

* HOMO-LUMO gap: 4.14 eV
* HOMO energy: -0.5 eV
* lowest unoccupied orbital energy: 3.602 eV
* charge: -2
* ΔE to the lowest compared entry with this formula, charge and spin: 0.3872 eV

Element x y z (Å)
I1 3.55 -2.95 -2.36
K1 0.57 0.67 1.11
Cl1 3.07 5.77 4.97
Cl2 1.21 -7.04 0.86
P1 -2.07 0.73 -1.11
O1 5.16 0.80 2.52
O2 -3.73 0.33 2.23
O3 3.07 0.04 2.54
O4 -1.78 1.42 1.90
O5 1.59 -1.32 -0.49
N1 5.19 1.39 -0.04
N2 -0.01 -2.06 1.58
C1 3.58 4.71 2.49
C2 0.69 -3.01 0.92
C3 -2.91 0.99 1.56
C4 1.26 4.90 3.09
C5 4.01 0.49 1.93
C6 -3.11 -1.78 -0.23
C7 -3.33 2.60 -4.55
C8 -0.83 -2.41 2.54
C9 4.01 0.66 0.42
C10 -1.03 -3.75 2.92
C11 -1.27 -3.21 -1.75
C12 3.21 4.18 1.27
C13 -3.33 1.31 0.10
C14 2.61 5.08 3.41
C15 -2.65 2.26 -3.38
C16 2.28 -3.56 -0.81
C17 2.17 -4.91 -0.50
C18 1.55 -2.53 -0.17
C19 0.57 -4.39 1.24
C20 -2.17 -3.89 -0.93
C21 -4.66 0.61 -4.36
C22 1.33 -5.33 0.50
C23 1.85 3.98 0.87
C24 -3.98 0.28 -3.19
C25 -1.29 -1.83 -1.80
C26 1.47 3.45 -0.35
C27 0.89 4.38 1.88
C28 -4.33 1.78 -5.04
C29 -0.32 -4.73 2.28
C30 -3.08 -3.17 -0.17
C31 -2.22 -1.09 -1.06
C32 -2.98 1.09 -2.68
H1 -5.43 -0.04 -4.74
H2 2.75 -5.64 -1.05
H3 -1.73 -3.98 3.71
H4 4.95 2.36 -0.20
H5 4.63 4.85 2.73
H6 5.72 1.16 1.80
H7 -4.85 2.04 -5.95
H8 -0.45 -5.77 2.54
H9 -0.16 4.22 1.67
H10 2.23 3.13 -1.06
H11 3.06 1.08 0.10
H12 5.54 1.01 -0.90
H13 -1.85 2.89 -3.01
H14 4.00 3.96 0.55
H15 -3.80 -1.24 0.40
H16 -4.23 -0.64 -2.66
H17 -2.12 -4.97 -0.85
H18 4.01 -0.35 0.00
H19 0.43 3.36 -0.64
H20 -4.32 0.91 -0.12
H21 0.50 5.17 3.82
H22 -3.35 2.39 -0.03
H23 -3.76 -3.69 0.49
H24 -3.06 3.51 -5.08
H25 -1.39 -1.61 3.02
H26 -0.53 -3.76 -2.31
H27 -0.55 -1.30 -2.39

=====

# 7
C32H27Cl2N2O3PPd | wB97M-V/def2-TZVPD

* HOMO-LUMO gap (spin up / spin down): 7.92 / 6.41 eV
* HOMO energy (spin up / spin down): -14.2 / -15.0 eV
* expectation value of S²: 6.05
* lowest unoccupied orbital energy (spin up / spin down): -6.313 / -8.581 eV
* multiplicity: 5
* charge: +2
* ΔE to the lowest compared entry with this formula, charge and spin: 0.5301 eV

Element x y z (Å)
Pd1 1.20 0.02 0.98
Cl1 6.17 0.61 6.71
Cl2 1.11 1.88 5.58
P1 1.54 1.39 -1.29
O1 3.47 -0.67 1.23
O2 1.73 0.60 3.06
O3 2.33 -3.06 -1.53
N1 1.09 -1.45 -0.63
N2 -1.90 0.75 0.74
C1 5.03 0.73 -3.19
C2 0.46 4.54 -4.36
C3 3.34 2.37 0.64
C4 3.90 1.30 -2.63
C5 0.70 -2.91 2.06
C6 3.63 3.18 1.71
C7 1.08 2.67 -2.43
C8 2.71 0.61 3.81
C9 1.21 4.03 -2.13
C10 3.65 1.20 6.02
C11 0.91 4.96 -3.11
C12 2.60 3.83 2.41
C13 5.03 0.04 4.35
C14 4.87 0.62 5.64
C15 2.00 2.21 0.24
C16 2.96 0.52 -1.95
C17 0.26 -2.69 -0.45
C18 0.60 2.25 -3.68
C19 2.60 1.20 5.15
C20 4.27 -1.44 -2.46
C21 1.27 3.67 2.03
C22 0.31 3.19 -4.65
C23 5.22 -0.64 -3.11
C24 2.15 -1.78 -1.28
C25 4.00 0.04 3.46
C26 3.15 -0.87 -1.88
C27 0.96 2.87 0.94
C28 1.23 -3.79 -0.90
C29 -0.34 -2.87 0.94
C30 4.26 -0.58 2.15
C31 -1.21 -4.12 0.95
C32 -0.79 0.44 0.86
H1 4.14 1.89 0.09
H2 0.47 1.19 -3.90
H3 3.75 2.37 -2.72
H4 -0.57 -2.61 -1.16
H5 -1.68 -4.25 1.92
H6 5.75 1.35 -3.70
H7 -0.63 -5.02 0.75
H8 1.16 -3.90 2.15
H9 0.23 5.28 -5.12
H10 6.08 -1.11 -3.56
H11 1.53 -2.21 1.91
H12 5.28 -0.99 2.02
H13 -2.01 -4.06 0.20
H14 -0.06 2.87 -5.62
H15 3.55 1.64 7.01
H16 0.82 -4.46 -1.65
H17 4.66 3.35 2.00
H18 1.55 4.36 -1.16
H19 1.65 -4.36 -0.07
H20 4.40 -2.51 -2.42
H21 5.99 -0.39 4.10
H22 0.48 4.18 2.56
H23 1.03 6.01 -2.91
H24 2.84 4.47 3.25
H25 -0.07 2.78 0.61
H26 -1.00 -2.01 1.10
H27 0.24 -2.68 3.02